Record 1
C12H24Cl2N2O3PRu as an isolated structure at a distorted geometry, computed with wB97M-V/def2-TZVPD.

```
45
Properties=species:S:1:pos:R:3:lowdin_charge:R:1
C -0.14 -4.16 -4.32 -0.028
C -0.20 -3.06 -3.27 -0.746
H -1.14 -4.50 -4.59 0.110
H 0.42 -5.02 -3.94 0.103
H 0.36 -3.79 -5.22 0.107
O -1.20 -2.54 -2.84 0.035
Cl 1.41 -2.54 -2.62 0.625
Ru 0.62 -0.22 -0.42 0.947
P 0.27 1.54 -1.58 0.674
C -1.23 2.58 -1.45 -0.185
C 1.63 2.76 -1.61 -0.205
H 0.94 0.00 -3.28 -0.002
H 0.49 1.60 -4.00 0.094
H -0.79 0.47 -3.45 0.076
C 0.22 0.84 -3.26 -0.197
H 2.59 2.22 -1.68 0.023
H 1.53 3.44 -2.47 0.093
H -1.25 3.33 -2.25 0.091
H -1.21 3.09 -0.48 0.065
H 1.59 3.35 -0.68 0.072
H -2.11 1.93 -1.55 0.068
C -1.14 -0.46 0.11 -0.214
O -2.23 -0.68 0.45 0.195
Cl 2.90 -0.32 -0.85 0.202
C 3.45 0.28 2.46 0.024
N 2.25 0.25 3.26 0.042
C 2.46 -0.14 4.64 -0.087
C 1.23 -0.12 5.50 -0.100
C -0.08 -0.02 4.75 -0.087
N 0.03 0.89 3.62 0.034
C -1.20 1.49 3.16 0.043
C 1.07 0.72 2.76 -0.375
O 0.97 1.07 1.54 -0.112
H 4.07 -0.60 2.71 0.137
H 4.07 1.15 2.69 0.151
H 3.24 0.25 1.39 -0.015
H 2.94 -1.13 4.63 0.167
H 3.23 0.53 5.04 0.171
H 1.32 0.70 6.22 0.146
H 1.20 -1.06 6.07 0.154
H -0.84 0.41 5.39 0.155
H -0.40 -1.03 4.42 0.173
H -1.96 0.71 2.94 0.135
H -1.58 2.13 3.96 0.137
H -1.04 2.09 2.26 0.105
```

Its total charge is +3. The LUMO energy (alpha / beta) comes out at -11.658 / -14.027 eV. The value obtained for the energy above the lowest of the compared OMol25 structures with the same formula, charge and spin is 0.000 eV. Its HOMO-LUMO gap (alpha / beta) is 7.39 / 4.89 eV. The multiplicity is 5.



Record 2
C12H24Cl2N4O2PPt as an isolated structure at a distorted geometry, computed with wB97M-V/def2-TZVPD.

```
46
Properties=species:S:1:pos:R:3:lowdin_charge:R:1
C 1.56 2.58 -1.94 -0.229
C 0.67 1.45 -1.70 -0.392
H 2.20 2.35 -2.83 0.151
H 2.37 2.75 -1.20 0.099
H 1.16 3.67 -2.26 0.174
O 0.72 0.35 -2.27 0.070
Cl 0.45 3.12 0.05 0.538
Pt -1.26 -0.15 -0.17 0.867
P -2.42 1.15 -1.54 0.630
C -3.30 0.16 -2.75 -0.220
C -3.74 1.96 -0.57 -0.216
H -1.41 3.31 -1.90 0.038
H -2.75 2.97 -3.05 0.121
H -1.13 2.24 -3.31 0.078
C -1.86 2.51 -2.53 -0.242
H -3.27 2.54 0.23 0.065
H -4.30 2.64 -1.22 0.085
H -4.01 0.79 -3.32 0.094
H -3.87 -0.67 -2.27 0.082
H -4.39 1.21 -0.12 0.043
H -2.59 -0.30 -3.48 0.085
C -1.40 -1.79 -1.12 -0.235
O -1.48 -2.82 -1.73 0.205
Cl -2.90 -0.79 1.27 0.218
C 0.05 -1.95 1.88 -0.159
N 0.56 -0.91 0.92 -0.215
C 1.66 -1.51 0.09 -0.132
N 2.74 -2.03 0.93 0.009
C 2.17 -3.03 1.89 -0.076
N 1.12 -2.45 2.75 0.121
C 1.72 -1.30 3.48 -0.073
N 2.26 -0.26 2.56 -0.013
C 1.17 0.22 1.71 -0.169
C 3.31 -0.94 1.78 -0.087
H -0.35 -2.80 1.33 0.142
H -0.74 -1.51 2.49 0.085
H 2.08 -0.72 -0.56 0.132
H 1.25 -2.33 -0.51 0.140
H 2.99 -3.42 2.52 0.168
H 1.73 -3.85 1.31 0.159
H 0.94 -0.85 4.10 0.156
H 2.53 -1.67 4.13 0.168
H 1.53 0.99 1.01 0.079
H 0.39 0.65 2.35 0.143
H 4.04 -1.38 2.45 0.153
H 3.79 -0.20 1.12 0.163
```

Its total charge is +3. The LUMO energy (alpha / beta) comes out at -12.923 / -13.848 eV. Its HOMO-LUMO gap (alpha / beta) is 6.03 / 5.74 eV. The multiplicity is 5.



Record 3
C12H24CoIN5Se as an isolated structure at a distorted geometry, computed with wB97M-V/def2-TZVPD.

```
44
Properties=species:S:1:pos:R:3:lowdin_charge:R:1
Co 5.84 6.16 8.68 0.382
N 5.69 4.26 7.31 -0.021
C 6.37 4.53 6.03 -0.216
C 7.09 5.89 5.98 -0.177
N 6.30 6.96 6.62 -0.222
C 5.09 7.24 5.84 -0.173
C 3.91 7.68 6.70 -0.225
N 3.76 6.80 7.85 -0.043
C 7.16 8.13 6.83 -0.177
C 6.68 9.00 7.99 -0.216
N 6.62 8.18 9.19 -0.019
H 6.26 3.64 7.89 -0.063
H 4.82 3.81 7.14 0.081
H 5.63 4.47 5.23 0.098
H 7.11 3.76 5.82 0.118
H 7.34 6.10 4.93 0.130
H 8.00 5.80 6.57 0.104
H 4.76 6.32 5.38 0.105
H 5.29 7.97 5.05 0.130
H 3.02 7.70 6.03 0.121
H 4.08 8.73 7.04 0.106
H 3.18 6.00 7.63 0.093
H 3.38 7.30 8.64 -0.008
H 7.26 8.72 5.91 0.131
H 8.14 7.74 7.07 0.115
H 5.69 9.40 7.75 0.096
H 7.34 9.87 8.09 0.121
H 5.95 8.48 9.90 0.045
H 7.51 8.05 9.61 0.082
I 7.80 3.44 9.91 0.700
C 7.64 5.51 9.38 -0.759
H 8.59 5.68 8.87 -0.061
H 7.79 5.94 10.38 -0.070
Se 4.31 6.46 10.84 0.631
C 5.58 6.49 12.24 -0.701
C 6.13 5.34 12.78 -0.166
C 7.00 5.43 13.84 -0.157
N 7.40 6.58 14.41 0.039
C 6.87 7.68 13.91 -0.161
C 5.98 7.69 12.81 -0.140
H 5.83 4.36 12.42 0.073
H 7.40 4.52 14.30 0.104
H 7.16 8.63 14.36 0.097
H 5.65 8.63 12.44 0.074
```

The LUMO energy (alpha / beta) comes out at 0.172 / 0.169 eV. Its HOMO-LUMO gap (alpha / beta) is 7.04 / 7.50 eV. The multiplicity is 4.



Record 4
C12H24IrN2O4PSe3Te as an isolated structure at a distorted geometry, computed with wB97M-V/def2-TZVPD.

```
48
Properties=species:S:1:pos:R:3:lowdin_charge:R:1
Ir 0.93 0.85 -1.06 0.634
Se 3.02 0.58 -0.03 0.041
Se 4.95 0.55 -1.33 -0.171
Te 3.94 0.20 -3.56 0.282
Se 1.68 1.31 -3.20 -0.073
C 1.66 -4.20 0.12 -0.025
C 0.74 -3.26 -0.63 -0.608
C -0.61 -3.92 -0.88 -0.040
C 1.37 -2.80 -1.93 -0.043
O 0.62 -2.10 0.25 -0.182
P -0.60 -1.13 0.36 0.247
O -1.79 -1.74 0.97 -0.236
O -0.80 -0.37 -0.98 -0.437
O 0.14 0.04 1.21 -0.290
C -0.44 0.69 2.40 -0.599
C -0.67 -0.36 3.47 -0.025
C -1.74 1.39 2.02 -0.015
C 0.61 1.68 2.85 -0.029
H 1.84 -5.10 -0.48 0.092
H 1.22 -4.50 1.07 0.092
H 2.62 -3.71 0.31 0.090
H -0.45 -4.83 -1.46 0.092
H -1.28 -3.27 -1.45 0.087
H -1.11 -4.18 0.05 0.088
H 1.40 -3.63 -2.64 0.095
H 2.38 -2.43 -1.77 0.065
H 0.79 -1.99 -2.38 0.066
H -1.36 -1.13 3.13 0.074
H -1.09 0.13 4.36 0.093
H 0.28 -0.83 3.75 0.097
H -2.45 0.68 1.59 0.086
H -1.55 2.18 1.29 0.065
H -2.19 1.84 2.91 0.095
H 1.53 1.16 3.12 0.091
H 0.25 2.23 3.72 0.098
H 0.84 2.38 2.05 0.051
C -2.00 1.84 -2.61 -0.001
C -1.28 2.73 -1.66 -0.357
N -0.13 2.50 -1.03 -0.162
C 0.18 3.61 -0.27 -0.118
C -0.80 4.53 -0.44 -0.059
N -1.71 3.96 -1.31 0.120
H -1.76 0.80 -2.39 0.052
H -1.70 2.07 -3.63 0.090
H -3.08 1.98 -2.51 0.092
H 1.08 3.68 0.30 0.109
H -0.94 5.51 -0.02 0.120
H -2.55 4.38 -1.65 0.166
```

The LUMO energy comes out at -0.751 eV. The value obtained for the energy above the lowest of the compared OMol25 structures with the same formula, charge and spin is 0.771 eV. Its HOMO-LUMO gap is 6.06 eV.



Record 5
C12H24N6OPRe as an isolated structure at a distorted geometry, computed with wB97M-V/def2-TZVPD.

```
45
Properties=species:S:1:pos:R:3:lowdin_charge:R:1
Re 0.99 0.71 0.17 1.444
C 6.21 -1.03 0.81 -0.056
C 5.69 0.23 0.10 -0.167
C 4.23 0.31 0.10 -0.079
N 3.08 0.36 0.12 0.000
H 7.30 -1.00 0.76 0.098
H 5.87 -1.93 0.31 0.085
H 5.91 -1.05 1.85 0.090
H 6.02 0.28 -0.94 0.140
H 6.05 1.14 0.58 0.143
C -2.55 -0.97 1.34 -0.130
C -2.59 -0.02 0.14 -0.385
P -1.42 1.36 0.24 0.814
C -1.75 2.48 -1.17 -0.381
C -3.21 2.53 -1.65 -0.113
C -1.78 2.24 1.79 -0.379
C -3.14 2.93 1.85 -0.103
H -3.16 -1.85 1.14 0.088
H -2.97 -0.49 2.23 0.082
H -1.54 -1.30 1.59 0.050
H -3.58 0.43 0.05 0.091
H -2.40 -0.54 -0.80 0.083
H -1.10 2.17 -1.99 0.077
H -1.41 3.47 -0.85 0.088
H -3.52 1.58 -2.09 0.079
H -3.29 3.29 -2.43 0.095
H -3.90 2.80 -0.86 0.070
H -0.97 2.96 1.95 0.072
H -1.69 1.49 2.58 0.086
H -3.22 3.74 1.13 0.078
H -3.28 3.36 2.84 0.095
H -3.97 2.23 1.68 0.081
O 1.90 4.83 0.37 0.360
C 1.62 3.73 0.34 -0.250
N 1.31 2.52 0.30 -0.143
N -0.33 -4.54 -2.67 0.271
C -0.02 -4.60 -1.40 -0.363
N 0.04 -5.71 -0.71 0.275
N 0.28 -3.44 -0.72 0.270
C 0.43 -2.28 -0.55 -0.182
N 0.61 -1.10 -0.25 -0.130
H -0.55 -5.37 -3.20 0.167
H -0.33 -3.66 -3.18 0.155
H -0.16 -6.61 -1.13 0.168
H 0.27 -5.69 0.27 0.163
```

Its total charge is +3. The LUMO energy (alpha / beta) comes out at -12.275 / -12.021 eV. The value obtained for the energy above the lowest of the compared OMol25 structures with the same formula, charge and spin is 1.137 eV. Its HOMO-LUMO gap (alpha / beta) is 6.76 / 6.80 eV. The multiplicity is 2.



Record 6
C12H24NO3 in the gas phase at a distorted geometry, computed with wB97M-V/def2-TZVPD.

```
40
Properties=species:S:1:pos:R:3:lowdin_charge:R:1
C 3.20 0.03 0.45 -0.026
C 2.92 0.53 -0.96 -0.413
O 4.13 0.64 -1.70 -0.032
C 2.01 -0.43 -1.70 -0.147
O 1.04 -0.97 -0.81 -0.116
C -0.29 -0.98 -1.30 -0.306
C -1.12 -1.69 -0.25 -0.075
C -1.04 -1.02 1.12 -0.463
C -2.33 -1.30 1.88 -0.032
C 0.09 -1.68 1.94 -0.014
N -0.71 0.44 1.03 -0.108
O -0.98 1.05 2.12 -0.014
C -1.22 1.15 -0.17 -0.444
C -0.51 2.53 -0.20 -0.009
C -2.72 1.41 -0.11 -0.028
C -0.88 0.42 -1.49 -0.066
H 4.13 0.45 0.82 0.078
H 3.30 -1.05 0.50 0.085
H 2.43 0.36 1.13 0.073
H 2.42 1.49 -0.84 0.126
H 4.68 1.29 -1.24 0.098
H 1.55 0.05 -2.56 0.123
H 2.63 -1.24 -2.08 0.137
H -0.35 -1.52 -2.25 0.152
H -0.85 -2.74 -0.19 0.131
H -2.15 -1.67 -0.61 0.125
H -2.51 -2.37 1.78 0.090
H -3.19 -0.80 1.47 0.074
H -2.21 -1.12 2.94 0.085
H -0.33 -2.51 2.50 0.080
H 0.48 -0.96 2.64 0.082
H 0.88 -2.07 1.30 0.070
H 0.39 2.50 -0.80 0.061
H -1.17 3.24 -0.68 0.077
H -0.32 2.90 0.80 0.080
H -3.02 2.22 -0.76 0.083
H -3.27 0.52 -0.44 0.073
H -3.06 1.63 0.89 0.088
H -1.80 0.27 -2.02 0.120
H -0.26 1.02 -2.14 0.105
```

The LUMO energy (alpha / beta) comes out at 0.718 / 0.346 eV. Its HOMO-LUMO gap (alpha / beta) is 9.14 / 9.79 eV. The multiplicity is 2.